{"formula": "CH3N2OP", "method": "ωB97M-V with the def2-TZVPD basis set", "symbols": ["C", "N", "N", "O", "P", "H", "H", "H"], "positions_angstrom": [[-0.15379, -0.58404, 0.09006], [-0.78515, 0.76473, 0.14332], [-1.39649, -1.38200, 0.00812], [-3.61763, 0.44393, 0.01437], [-2.26044, -0.09920, -0.03700], [0.49411, -0.83615, -0.72882], [0.54446, -0.97024, 0.93077], [-0.54131, 1.51479, -0.38624]], "mulliken_charge": [-0.225, -0.313, -0.429, -0.605, 0.939, 0.198, 0.181, 0.254], "gap_ev": 10.3, "charge": 0, "homo_energy_ev": -10.26, "energy_ev": -15400.96139, "largest_force_ev_per_a": 4.1, "relative_energy_kcal_mol": 29.7, "lumo_energy_ev": 0.06}